Density functional theory data (ωB97M-V/def2-TZVPD) for a structure of composition C30H30NOS3Yb.

```
66
Properties=species:S:1:pos:R:3:lowdin_charge:R:1
Yb -0.0129 0.2428 0.3435 1.624
C 1.4355 3.5520 2.3419 -0.031
C 1.9294 2.3677 1.5568 -0.301
C 1.7675 2.3024 0.1640 -0.114
C 2.4441 1.3393 -0.5994 -0.326
C 2.4499 1.4397 -2.1009 -0.018
C 3.2138 0.3876 0.0608 -0.022
C 3.3305 0.3840 1.4509 -0.283
C 4.1868 -0.6356 2.1427 -0.032
C 2.6730 1.3740 2.1813 -0.016
H 0.7514 4.1734 1.7622 0.086
H 2.2900 4.1749 2.6078 0.108
H 0.9499 3.2615 3.2761 0.089
H 1.2837 3.1259 -0.3500 0.132
H 3.2500 2.1195 -2.4020 0.109
H 1.5169 1.8509 -2.4897 0.085
H 2.6406 0.4778 -2.5726 0.073
H 3.7697 -0.3410 -0.5220 0.144
H 3.8317 -0.8374 3.1520 0.088
H 5.2112 -0.2610 2.2175 0.107
H 4.2171 -1.5726 1.5879 0.076
H 2.7904 1.3973 3.2612 0.142
S 0.9014 -1.7473 1.8016 0.597
C 1.2794 -2.1761 0.1728 -1.134
N 0.8510 -1.4346 -0.8434 -0.151
C 1.2354 -1.9610 -2.0828 -0.328
C 0.9166 -1.4477 -3.3368 -0.046
C 1.3852 -2.1060 -4.4585 -0.051
C 2.1563 -3.2680 -4.3416 -0.051
C 2.4703 -3.7888 -3.1009 -0.056
C 1.9983 -3.1194 -1.9749 -0.441
S 2.1850 -3.5524 -0.2948 1.116
H 0.3158 -0.5495 -3.4214 0.114
H 1.1559 -1.7168 -5.4427 0.118
H 2.5125 -3.7675 -5.2335 0.120
H 3.0613 -4.6924 -3.0096 0.123
O -1.2399 1.5623 -0.8274 -0.667
S -2.6356 2.1406 -1.1033 1.105
C -3.7416 0.6722 -1.0435 -0.225
C -2.9736 -0.6189 -0.9682 -0.291
C -2.6255 -1.1691 0.2745 -0.101
C -2.0648 -2.4427 0.3348 -0.095
C -1.7975 -3.1456 -0.8317 -0.053
C -2.0961 -2.5802 -2.0610 -0.039
C -2.6829 -1.3217 -2.1303 -0.020
C -3.0768 2.9533 0.4703 -0.243
C -2.7945 2.0759 1.6518 -0.277
C -3.8137 1.4266 2.3318 -0.028
C -3.5229 0.5607 3.3850 -0.031
C -2.2107 0.3281 3.7595 -0.036
C -1.1821 1.0138 3.1185 -0.103
C -1.4745 1.8880 2.0801 -0.141
H -4.3359 0.7329 -1.9539 0.108
H -4.3950 0.7981 -0.1835 0.092
H -2.9577 -0.6948 1.1898 0.094
H -1.8545 -2.8872 1.2966 0.105
H -1.3666 -4.1383 -0.7787 0.128
H -1.8972 -3.1289 -2.9731 0.127
H -2.9521 -0.9040 -3.0951 0.132
H -4.1312 3.2199 0.3667 0.119
H -2.4870 3.8711 0.4679 0.112
H -4.8477 1.6046 2.0551 0.134
H -4.3303 0.0713 3.9155 0.130
H -1.9875 -0.3426 4.5796 0.128
H -0.1651 0.9137 3.4797 0.106
H -0.7041 2.5451 1.6887 0.078
```

Properties
Gap between HOMO and LUMO (spin up / spin down): 8.020 / 6.900 eV
Expectation value of S²: 0.751
Energy: -3644.06479 Eh
Charge: +2
HOMO energy (spin up / spin down): -13.63 / -13.63 eV
Relative energy (zero: lowest compared OMol25 entry of this formula, charge and spin): 0.0000 eV
Maximum force: 0.49 eV/Å
2S+1: 2

=====

Density functional theory data (ωB97M-V/def2-TZVPD) for a structure of composition C30H31AgF6GeNO2P.

```
73
Properties=species:S:1:pos:R:3:lowdin_charge:R:1
Ag 2.5170 -2.2654 0.1673 0.998
C -2.5418 -3.8103 -0.7222 -0.119
N -1.5815 -2.7526 -0.4935 -0.253
C -0.7587 -2.5225 -1.6697 -0.094
C -0.8051 -2.9189 0.7356 -0.177
C 0.1035 -4.1347 0.7494 -0.231
C -0.4124 -5.4001 1.0374 -0.064
C 0.3821 -6.5354 0.9709 -0.096
C 1.7208 -6.4259 0.6199 -0.095
C 2.2656 -5.1742 0.3534 -0.103
C 1.4467 -4.0617 0.4283 -0.102
H -3.2154 -3.5128 -1.5290 0.080
H -3.1393 -3.9723 0.1782 0.079
H -2.0801 -4.7698 -1.0052 0.080
H -1.4072 -2.2706 -2.5117 0.079
H -0.1619 -3.4049 -1.9512 0.086
H -0.0851 -1.6839 -1.4935 0.062
H -1.5156 -2.9957 1.5636 0.113
H -0.2129 -2.0133 0.8857 0.093
H -1.4555 -5.4880 1.3220 0.105
H -0.0430 -7.5054 1.1967 0.095
H 2.3509 -7.3051 0.5690 0.099
H 3.3172 -5.0789 0.1098 0.089
F 4.6534 -1.0821 -0.4552 -0.204
P 5.6808 -2.3309 -0.1389 0.146
F 4.7975 -2.6515 1.2032 -0.205
F 6.6136 -3.5981 0.1698 -0.148
F 6.4810 -2.0192 -1.4897 -0.143
F 6.6239 -1.3558 0.7040 -0.137
F 4.6422 -3.3022 -0.9778 -0.218
O 2.2929 -0.5199 1.7762 -0.063
C 2.0024 0.2316 0.8167 -0.727
O 1.4424 -0.1597 -0.2502 -0.100
C 2.3667 1.7056 0.9171 -0.172
C 1.1999 2.5464 1.4465 -0.238
Ge -0.4417 2.6493 0.3642 1.034
C -0.3257 2.1431 -1.5152 -0.264
C 0.7594 2.5731 -2.2775 -0.105
C 0.8434 2.2745 -3.6285 -0.087
C -0.1655 1.5429 -4.2411 -0.099
C -1.2554 1.1187 -3.4971 -0.096
C -1.3344 1.4182 -2.1425 -0.107
C -1.8557 1.6714 1.2929 -0.260
C -2.1024 0.3232 1.0380 -0.099
C -3.0704 -0.3687 1.7546 -0.081
C -3.7937 0.2723 2.7495 -0.097
C -3.5463 1.6097 3.0275 -0.098
C -2.5870 2.3020 2.3015 -0.117
C -0.9992 4.5441 0.3014 -0.260
C -0.0674 5.5781 0.3806 -0.110
C -0.4482 6.9067 0.2364 -0.099
C -1.7784 7.2259 0.0091 -0.107
C -2.7210 6.2106 -0.0797 -0.096
C -2.3312 4.8862 0.0616 -0.114
H 2.6778 2.0447 -0.0711 0.098
H 3.2135 1.7876 1.5985 0.114
H 1.5256 3.5740 1.6199 0.048
H 0.8843 2.1500 2.4147 0.079
H 1.5579 3.1410 -1.8127 0.097
H 1.7002 2.6039 -4.2027 0.099
H -0.0983 1.3012 -5.2944 0.095
H -2.0446 0.5468 -3.9700 0.097
H -2.1892 1.0740 -1.5726 0.091
H -1.5408 -0.2083 0.2783 0.079
H -3.2489 -1.4116 1.5274 0.088
H -4.5465 -0.2683 3.3103 0.096
H -4.1019 2.1137 3.8090 0.096
H -2.4072 3.3478 2.5245 0.095
H 0.9786 5.3515 0.5541 0.087
H 0.2946 7.6924 0.3005 0.097
H -2.0794 8.2602 -0.1021 0.095
H -3.7610 6.4520 -0.2627 0.097
H -3.0787 4.1044 -0.0170 0.100
```

Properties
Gap between HOMO and LUMO (spin up / spin down): 8.484 / 7.180 eV
Expectation value of S²: 0.756
Energy: -4531.72635 Eh
Charge: -1
HOMO energy (spin up / spin down): -5.98 / -6.30 eV
Maximum force: 0.35 eV/Å
2S+1: 2

=====

Density functional theory data (ωB97M-V/def2-TZVPD) for a structure of composition C30H31BBaN8 in a non-equilibrium geometry.

```
71
Properties=species:S:1:pos:R:3:lowdin_charge:R:1
Ba -0.9360 -0.8711 0.3539 1.791
C -1.2312 -3.5700 -2.0197 -0.066
C -0.6285 -2.4785 -2.8981 -0.385
C -0.6093 -2.3417 -4.3250 -0.008
C 0.2320 -1.2274 -4.5615 -0.045
N 0.5710 -0.6831 -3.3563 0.016
N 0.1192 -1.5200 -2.3301 -0.045
B 1.3559 0.6653 -2.9058 -0.503
N 2.3195 0.3526 -1.6746 0.018
C 3.6528 0.0759 -1.5816 -0.060
C 3.9339 -0.2963 -0.2633 -0.005
C 2.6710 -0.1861 0.4457 -0.374
C 2.4493 -0.3236 1.9460 -0.035
N 1.7593 0.2002 -0.4005 -0.027
N 0.2819 1.7848 -2.4603 0.010
C -0.1081 2.9535 -3.0692 -0.044
C -1.3558 3.3237 -2.5464 0.003
C -1.6585 2.3049 -1.5234 -0.347
C -2.8997 2.1696 -0.6385 -0.049
N -0.6895 1.4199 -1.5539 -0.051
N 2.2447 1.2604 -4.0928 -0.027
C 3.3105 2.1625 -4.0564 -0.074
C 3.3696 2.8066 -5.2826 -0.019
C 2.2618 2.2690 -5.9946 -0.347
C 1.8319 2.5659 -7.4157 -0.037
N 1.6128 1.3379 -5.2865 0.085
H -1.7109 -4.3915 -2.5756 0.087
H -1.9879 -3.1380 -1.3233 0.024
H -0.4014 -4.0065 -1.3945 0.090
H -1.2184 -2.8930 -5.0353 0.098
H 0.5522 -0.8179 -5.5075 0.104
H 4.2944 0.1724 -2.4254 0.108
H 4.9133 -0.5925 0.0773 0.095
H 3.1908 0.2247 2.5420 0.092
H 2.4039 -1.3628 2.2513 0.065
H 1.4326 0.0838 2.2039 0.041
H 0.5054 3.4682 -3.8041 0.121
H -1.9756 4.1240 -2.8642 0.082
H -3.7171 2.7871 -0.9975 0.079
H -2.6702 2.5051 0.3988 0.081
H -3.2451 1.1259 -0.6019 0.039
H 3.9816 2.2417 -3.1936 0.111
H 4.1169 3.4895 -5.6100 0.094
H 2.0574 3.5810 -7.7550 0.076
H 0.7698 2.4327 -7.4931 0.059
H 2.3133 1.7916 -8.0575 0.089
C -1.1468 1.7383 8.0066 -0.053
C -1.5582 0.4428 7.6880 -0.064
C -1.4463 -0.0360 6.3936 -0.022
C -0.9096 0.7887 5.3951 -0.232
C -0.3685 2.0260 5.7319 -0.040
C -0.4553 2.4855 7.0381 -0.060
C -1.0581 0.4201 3.9817 -0.062
C -1.4007 -0.7252 3.3910 -0.085
C -1.7280 -2.0777 3.2202 -0.353
C -0.7808 -3.1301 3.4637 -0.031
C -1.1171 -4.4519 3.2720 -0.058
C -2.3724 -4.7989 2.7591 -0.049
C -3.3174 -3.8105 2.4361 -0.057
C -2.9823 -2.4745 2.6228 -0.085
H -1.3615 2.1708 8.9816 0.112
H -2.0031 -0.1985 8.4057 0.099
H -1.8498 -0.9912 6.0958 0.112
H 0.0979 2.5999 4.9480 0.112
H -0.0240 3.4583 7.2867 0.114
H -0.8939 1.2599 3.2949 0.111
H 0.1933 -2.8127 3.8068 0.119
H -0.4125 -5.2564 3.4928 0.123
H -2.6326 -5.8424 2.6007 0.117
H -4.2547 -4.0749 1.9981 0.109
H -3.6829 -1.6896 2.3457 0.113
```

Properties
Gap between HOMO and LUMO (spin up / spin down): 7.416 / 5.859 eV
Expectation value of S²: 0.793
Energy: -1650.02189 Eh
Charge: +1
HOMO energy (spin up / spin down): -10.60 / -10.60 eV
Maximum force: 3.03 eV/Å
2S+1: 2